1.
{
  "formula": "C19H13F3N4OS",
  "method": "the ωB97M-V functional and the def2-TZVPD basis",
  "homo_energy_ev": -8.314,
  "e_lumo_ev": -0.22,
  "multiplicity": 1,
  "gap_ev": 8.09,
  "charge": 0,
  "species": ["N", "C", "C", "C", "C", "C", "C", "C", "O", "N", "C", "C", "C", "C", "C", "C", "C", "F", "F", "F", "C", "C", "N", "C", "S", "C", "C", "N", "H", "H", "H", "H", "H", "H", "H", "H", "H", "H", "H", "H", "H"],
  "positions_angstrom": [[5.655, -4.329, 3.357], [5.039, -3.139, 3.219], [4.200, -2.825, 2.181], [3.452, -1.656, 2.206], [2.474, -1.220, 1.091], [1.981, 0.073, 0.840], [1.229, 0.224, -0.382], [0.652, 1.447, -0.715], [0.571, 2.376, 0.072], [-0.201, 1.400, -1.820], [-1.092, 2.530, -2.069], [-2.489, 2.053, -1.731], [-2.653, 1.520, -0.471], [-3.931, 1.107, -0.061], [-5.016, 1.039, -1.004], [-4.837, 1.541, -2.314], [-6.048, 1.390, -3.216], [-6.885, 0.468, -2.683], [-6.552, 2.643, -3.084], [-5.784, 1.057, -4.574], [-3.550, 2.015, -2.663], [-0.323, 0.192, -2.490], [0.286, -0.916, -2.139], [1.179, -0.893, -1.075], [2.124, -2.221, -0.282], [3.647, -0.836, 3.330], [4.452, -1.234, 4.449], [5.154, -2.405, 4.308], [5.310, -5.201, 2.879], [6.161, -4.326, 4.150], [4.089, -3.539, 1.388], [2.167, 0.965, 1.479], [-1.156, 2.741, -3.090], [-0.864, 3.405, -1.420], [-1.780, 1.481, 0.248], [-4.108, 0.753, 0.935], [-5.857, 0.618, -0.662], [-3.257, 2.264, -3.732], [-0.935, 0.125, -3.335], [2.997, 0.038, 3.506], [4.501, -0.725, 5.375]],
  "nbo_charge": [-0.795, 0.367, -0.293, 0.001, -0.203, -0.173, -0.267, 0.650, -0.620, -0.405, -0.250, -0.028, -0.209, -0.181, -0.203, -0.054, 0.969, -0.311, -0.317, -0.332, -0.231, 0.293, -0.467, 0.100, 0.409, -0.290, 0.068, -0.482, 0.397, 0.396, 0.210, 0.248, 0.210, 0.275, 0.239, 0.218, 0.218, 0.224, 0.201, 0.216, 0.205]
}

=====

2.
{
  "formula": "C36H58Cl8O21",
  "method": "the ωB97M-V functional and the def2-TZVPD basis",
  "e_above_lowest_kcal_mol": 47.0,
  "homo_energy_ev": -9.879,
  "e_lumo_ev": 0.10,
  "multiplicity": 1,
  "gap_ev": 9.98,
  "charge": 0,
  "species": ["C", "C", "C", "O", "C", "O", "O", "H", "H", "H", "H", "H", "H", "C", "C", "C", "O", "C", "O", "O", "H", "H", "H", "H", "H", "H", "C", "C", "C", "O", "C", "O", "O", "H", "H", "H", "H", "H", "H", "C", "C", "C", "O", "C", "O", "O", "H", "H", "H", "H", "H", "H", "C", "C", "C", "O", "C", "O", "O", "H", "H", "H", "H", "H", "H", "C", "C", "C", "O", "C", "O", "O", "H", "H", "H", "H", "H", "H", "C", "C", "C", "O", "C", "O", "O", "H", "H", "H", "H", "H", "H", "Cl", "C", "C", "Cl", "H", "H", "H", "H", "Cl", "C", "C", "Cl", "H", "H", "H", "H", "Cl", "C", "C", "Cl", "H", "H", "H", "H", "Cl", "C", "C", "Cl", "H", "H", "H", "H"],
  "positions_angstrom": [[0.231, 0.160, -1.677], [0.726, 0.127, -0.204], [0.337, 1.380, 0.567], [-0.475, 0.872, 1.598], [-0.420, -0.468, 1.638], [-0.948, -1.161, 2.453], [0.138, -0.945, 0.503], [-0.851, 0.067, -1.796], [0.689, -0.632, -2.268], [0.411, 1.158, -2.084], [1.792, 0.004, -0.396], [-0.075, 2.185, -0.045], [1.251, 1.845, 0.960], [-2.630, 0.740, 4.118], [-3.065, -0.558, 4.815], [-4.114, -0.346, 5.953], [-5.215, -1.143, 5.541], [-4.960, -1.760, 4.401], [-5.699, -2.483, 3.807], [-3.744, -1.439, 3.959], [-1.743, 1.172, 4.576], [-3.413, 1.496, 4.166], [-2.437, 0.476, 3.080], [-2.115, -0.959, 5.173], [-4.437, 0.650, 6.251], [-3.666, -0.731, 6.875], [2.877, -4.323, 5.040], [2.123, -3.156, 4.448], [0.604, -3.201, 4.715], [0.344, -2.003, 5.463], [1.436, -1.191, 5.355], [1.501, -0.024, 5.607], [2.481, -1.903, 4.953], [3.958, -4.193, 4.986], [2.623, -5.308, 4.654], [2.573, -4.382, 6.092], [2.166, -3.227, 3.356], [0.298, -4.024, 5.364], [0.038, -3.216, 3.785], [0.984, 5.945, 2.142], [0.339, 4.635, 2.561], [-0.182, 4.615, 4.009], [-1.278, 3.692, 3.886], [-1.749, 3.717, 2.631], [-2.735, 3.220, 2.216], [-0.921, 4.552, 1.889], [2.069, 5.796, 2.119], [0.746, 6.782, 2.795], [0.784, 6.260, 1.117], [0.916, 3.740, 2.316], [-0.616, 5.582, 4.261], [0.503, 4.229, 4.758], [-3.531, 4.999, -4.187], [-2.761, 4.789, -2.914], [-2.104, 3.417, -2.757], [-0.965, 3.808, -1.970], [-0.731, 5.111, -2.062], [0.155, 5.653, -1.458], [-1.664, 5.737, -2.770], [-4.068, 5.942, -4.250], [-4.309, 4.231, -4.239], [-2.885, 4.820, -5.048], [-3.407, 5.018, -2.064], [-1.805, 2.943, -3.690], [-2.757, 2.716, -2.243], [5.950, -1.865, -4.354], [4.512, -1.613, -3.886], [3.335, -2.158, -4.696], [2.373, -2.333, -3.657], [3.006, -2.469, -2.458], [2.545, -2.948, -1.470], [4.306, -2.109, -2.571], [6.247, -2.911, -4.276], [6.626, -1.291, -3.724], [6.049, -1.561, -5.397], [4.425, -0.527, -3.761], [3.525, -3.071, -5.257], [3.038, -1.320, -5.325], [0.761, -4.142, -0.116], [0.415, -4.765, -1.449], [-0.350, -6.122, -1.383], [-1.573, -5.858, -2.037], [-1.592, -4.651, -2.572], [-2.483, -4.079, -3.117], [-0.489, -3.961, -2.195], [-0.128, -4.136, 0.522], [1.174, -3.139, -0.198], [1.493, -4.757, 0.418], [1.306, -4.914, -2.062], [-0.523, -6.331, -0.328], [0.207, -6.867, -1.946], [-4.039, 1.148, 0.084], [-3.783, -0.585, 0.581], [-4.236, -1.535, -0.491], [-3.669, -3.152, -0.043], [-4.400, -0.790, 1.457], [-2.768, -0.631, 0.960], [-3.791, -1.235, -1.435], [-5.320, -1.571, -0.481], [-1.229, -2.392, -6.307], [-1.772, -1.777, -4.689], [-2.497, -0.454, -4.829], [-3.023, 0.126, -3.230], [-0.872, -1.650, -4.091], [-2.391, -2.551, -4.245], [-3.426, -0.617, -5.369], [-1.841, 0.308, -5.239], [3.149, -0.423, 2.072], [4.210, 0.329, 3.298], [3.681, 1.685, 3.741], [3.657, 2.874, 2.442], [5.199, 0.459, 2.860], [4.343, -0.300, 4.176], [4.399, 2.029, 4.487], [2.691, 1.569, 4.171], [0.235, 2.684, -5.233], [1.771, 2.733, -6.149], [2.681, 1.654, -5.509], [2.733, 1.755, -3.723], [2.223, 3.714, -6.026], [1.487, 2.566, -7.182], [3.675, 1.707, -5.942], [2.149, 0.716, -5.647]],
  "mulliken_charge": [-0.027, 0.401, 0.867, 0.666, -1.212, -0.490, 0.485, -0.247, -0.469, 0.134, 0.070, -0.339, -0.255, -0.888, 0.866, -0.457, -0.376, 0.497, -0.586, -0.113, 0.392, 0.535, -0.226, -0.248, 0.323, 0.291, -1.617, 0.985, -0.265, -0.290, 0.694, -0.601, -0.360, 0.360, 0.392, 0.385, -0.051, 0.381, 0.013, -1.426, 1.784, -0.725, -0.333, 0.645, -0.467, -0.407, 0.337, 0.339, 0.322, -0.637, 0.353, 0.315, -1.456, 0.508, 0.530, -0.007, 0.493, -0.598, -0.413, 0.364, 0.373, 0.332, 0.287, -0.390, -0.076, -1.611, 0.740, -0.302, -0.169, 0.411, -0.429, -0.347, 0.366, 0.392, 0.378, -0.007, 0.307, 0.095, -1.163, 0.583, -0.497, -0.397, 0.271, -0.601, 0.337, 0.509, -0.103, 0.434, 0.172, 0.312, 0.323, -0.175, 0.647, 0.506, -0.191, 0.348, -0.792, -0.591, 0.416, -0.259, 0.356, -0.547, -0.117, -0.382, 0.340, 0.497, 0.180, 0.055, -0.768, -0.222, -0.185, 0.447, 0.224, 0.458, 0.079, -0.085, -0.670, -0.404, -0.115, 0.317, 0.378, 0.466, 0.115]
}